(1)
2 unconnected molecules or ions with the total composition CH4FN at a distorted geometry, computed with ωB97M-V/def2-TZVPD.

CARTESIAN COORDINATES (ANGSTROEM)
1 N -0.20 0.61 -0.09
2 H -0.50 -1.39 0.06
3 H -0.54 1.52 0.13
4 C -1.00 -0.35 0.02
5 H 1.69 -0.13 -0.25
6 F 2.58 -0.07 0.07
7 H -2.03 -0.18 0.05

Properties
2S+1 = 1
Charge = 0
E_LUMO = 0.928 eV


(2)
A gas-phase ion, CH4FN2 (charge +1) at a distorted geometry, computed with ωB97M-V/def2-TZVPD.

CARTESIAN COORDINATES (ANGSTROEM)
1 N 0.13 -0.58 -1.04
2 N 0.05 0.79 0.91
3 H -0.40 0.04 1.39
4 H 0.31 1.70 1.24
5 H 0.24 -0.51 -2.02
6 H -0.42 -1.36 -0.76
7 C 0.63 0.54 -0.22
8 F 1.53 1.25 -0.76

Properties
2S+1 = 1
Charge = +1
E_LUMO = -4.727 eV


(3)
2 unconnected molecules or ions with the total composition CH4FN2O at a distorted geometry, computed with ωB97M-V/def2-TZVPD.

CARTESIAN COORDINATES (ANGSTROEM)
1 H 1.03 0.52 -1.08
2 H 1.18 0.64 0.81
3 N -1.02 -1.39 -0.04
4 N 0.00 -0.94 0.22
5 H 1.90 -0.90 -0.07
6 C 1.11 -0.16 -0.08
7 O -1.92 -2.07 -0.10
8 H -0.98 2.53 0.41
9 F -1.30 1.78 -0.07

Properties
2S+1 = 1
Charge = +1
E_LUMO = -6.233 eV


(4)
A molecular structure, CH4FN4O14V at a distorted geometry, computed with ωB97M-V/def2-TZVPD.

CARTESIAN COORDINATES (ANGSTROEM)
1 N 2.96 1.11 1.86
2 N -1.05 3.75 1.41
3 H -3.90 -3.62 -2.37
4 O 1.75 1.25 1.66
5 N 1.62 -2.20 0.40
6 O -3.21 -2.97 -2.25
7 O 1.65 -3.41 0.70
8 O 3.63 0.99 0.82
9 H -4.01 -1.72 -0.87
10 O -1.07 4.91 1.02
11 O -0.71 2.90 0.61
12 N 2.08 1.15 -2.37
13 F -1.23 0.34 2.36
14 V -0.03 0.64 0.47
15 O 3.16 0.65 -2.36
16 O 0.60 -1.57 0.53
17 O 1.28 1.02 -1.45
18 H -3.53 -3.41 -0.32
19 H -2.26 -2.22 -0.68
20 C -3.28 -2.53 -0.90
21 O 1.85 1.82 -3.35
22 O 3.54 1.10 2.96
23 O 2.64 -1.69 0.06
24 O -1.23 3.35 2.53
25 O -1.27 0.38 -0.44

Properties
2S+1 = 2
Charge = -3
E_LUMO (spin up / spin down) = 6.320 / 6.320 eV


(5)
A molecular structure, CH4FNS2 at a distorted geometry, computed with ωB97M-V/def2-TZVPD.

CARTESIAN COORDINATES (ANGSTROEM)
1 S 0.98 -1.83 1.24
2 H -0.57 1.36 -0.67
3 S -0.55 0.85 2.13
4 C -0.02 0.44 -0.50
5 H -0.44 -0.36 -1.11
6 H 0.43 -1.99 2.43
7 H 1.03 0.59 -0.78
8 F 0.69 1.92 2.64
9 N -0.14 0.10 0.88

Properties
2S+1 = 1
Charge = 0
E_LUMO (spin up / spin down) = -1.373 / -1.372 eV


(6)
CH4FNS2 in the gas phase at a distorted geometry, computed with ωB97M-V/def2-TZVPD.

CARTESIAN COORDINATES (ANGSTROEM)
1 S 2.47 -1.02 0.10
2 H -1.52 -1.02 0.39
3 S 1.25 0.76 0.45
4 F 1.43 1.28 -1.21
5 H -2.19 0.54 0.92
6 H -1.60 0.36 -0.74
7 N -0.17 0.51 0.74
8 C -1.43 0.06 0.29
9 H 1.77 -1.47 -0.94

Properties
2S+1 = 3
Charge = 0
E_LUMO (spin up / spin down) = 0.156 / -4.142 eV


(7)
2 unconnected molecules or ions with the total composition CH4FPS2 at a distorted geometry, computed with ωB97M-V/def2-TZVPD.

CARTESIAN COORDINATES (ANGSTROEM)
1 H -0.90 0.11 0.34
2 S -0.09 0.65 -0.59
3 P 0.19 1.62 2.35
4 S -0.15 -0.03 3.30
5 H 0.70 -1.15 -1.85
6 H -0.62 -0.54 -2.76
7 H -0.76 -1.54 -1.31
8 C -0.22 -0.76 -1.77
9 F 1.83 1.63 2.29

Properties
2S+1 = 1
Charge = 0
E_LUMO = -1.393 eV


(8)
2 unconnected molecules or ions with the total composition CH4I2Si at a distorted geometry, computed with ωB97M-V/def2-TZVPD.

CARTESIAN COORDINATES (ANGSTROEM)
1 H 2.35 0.67 0.07
2 C -0.13 -0.64 -0.74
3 H 0.38 1.76 0.00
4 H -0.23 -0.45 -1.75
5 I -3.37 0.89 0.81
6 H 0.85 -0.22 1.57
7 I -0.80 -2.52 -0.31
8 Si 0.96 0.50 0.34

Properties
2S+1 = 1
Charge = 0
E_LUMO (spin up / spin down) = -1.029 / -3.155 eV


(9)
2 unconnected molecules or ions with the total composition CH4IN2 at a distorted geometry, computed with ωB97M-V/def2-TZVPD.

CARTESIAN COORDINATES (ANGSTROEM)
1 H -0.27 -1.36 0.72
2 H -1.75 -1.27 -0.24
3 C -0.81 0.38 0.17
4 H -1.51 1.16 -0.39
5 N -0.99 -0.85 0.19
6 I 2.55 -0.60 -0.14
7 N 1.61 1.02 0.23
8 H 1.17 1.50 -0.54

Properties
2S+1 = 1
Charge = +1
E_LUMO (spin up / spin down) = -6.859 / -6.392 eV


(10)
A molecular structure, CH4IN3 at a distorted geometry, computed with ωB97M-V/def2-TZVPD.

CARTESIAN COORDINATES (ANGSTROEM)
1 C -0.36 1.33 -0.38
2 H -1.35 -0.51 0.22
3 H 0.67 1.39 -0.37
4 N 0.52 -0.82 0.17
5 N -0.52 -0.11 -0.14
6 I 2.14 -2.98 0.71
7 H -0.61 1.84 0.54
8 H -0.77 1.88 -1.22
9 N 0.29 -2.02 0.46

Properties
2S+1 = 1
Charge = 0
E_LUMO = 0.016 eV


(11)
CH4INO in the gas phase at a distorted geometry, computed with ωB97M-V/def2-TZVPD.

CARTESIAN COORDINATES (ANGSTROEM)
1 C -0.40 -0.57 -0.09
2 H 1.64 1.40 -1.49
3 H -0.53 0.30 0.55
4 N 1.29 0.93 -0.57
5 O 0.57 -0.16 -1.01
6 H -1.30 -0.89 -0.63
7 I 2.98 0.13 0.40
8 H -0.07 -1.34 0.57

Properties
2S+1 = 1
Charge = 0
E_LUMO = -0.240 eV


(12)
CH4INOS in the gas phase at a distorted geometry, computed with ωB97M-V/def2-TZVPD.

CARTESIAN COORDINATES (ANGSTROEM)
1 I -2.67 0.25 0.38
2 O -0.30 -1.76 0.41
3 S -0.40 -0.50 -0.18
4 H 1.80 0.34 0.71
5 H 0.76 1.65 0.07
6 H 0.50 0.99 1.64
7 N -0.10 -0.43 -1.61
8 C 0.76 0.72 0.63
9 H -0.35 -1.27 -2.05

Properties
2S+1 = 1
Charge = 0
E_LUMO = -0.790 eV


Calculated values (kcal per mole) of ΔE to the lowest compared entry with this formula, charge and spin for the records, taken in order: 13.0 14.5 71.6 51.4 30.5 0.0 36.6 129.1 135.1 0.9 19.9 17.3.